Model one:
Entry from OMol25: a 11-piece molecular cluster, C6H35NO11 overall (wB97M-V/def2-TZVPD).

Cartesian coordinates (Å):
O 3.15162 1.52354 2.02228
O -4.02035 2.04983 0.16141
O 0.41853 -0.20096 -3.30742
O -1.19054 2.15095 1.65319
O 3.17417 -0.68744 -3.13903
O -2.44157 0.09491 -3.33334
O 3.44012 -0.47928 -0.04886
O 0.51897 1.06770 3.48763
O 0.52003 -2.68715 -2.90670
O -1.54964 -1.08384 3.14870
O -2.76664 0.26377 1.18575
N 0.17042 0.05053 0.47846
C -0.99786 3.50020 -0.31717
C -0.39160 2.34790 0.43873
C 0.28524 -1.27383 -0.11452
C -0.55211 1.10687 -0.43162
C 0.39210 -2.26204 1.06536
C 1.29176 -3.41551 0.62767
H -4.42385 1.16430 0.49683
H 0.72537 -4.18954 0.12205
H -0.15060 4.15564 -0.60237
H 0.31389 -3.38077 -3.61112
H 2.27790 -0.36321 -3.20316
H -2.99681 0.74585 -3.41838
H -3.37281 2.14882 0.86727
H 0.07580 1.08146 -1.41131
H -0.82506 -0.51321 3.55527
H -0.69167 -1.46025 -0.64095
H -1.68853 4.04683 0.41471
H -0.68064 1.93623 2.46732
H 3.90863 1.36219 1.41215
H -2.99023 -0.46536 1.75603
H -2.02850 0.69545 1.36727
H 1.02152 -1.60025 1.79308
H -1.66183 0.76605 -0.75414
H 3.60917 -0.44737 -2.30527
H 3.62480 -1.06734 0.78194
H -0.34895 0.02255 1.37103
H 1.18688 -1.36467 -0.64740
H 2.45792 -0.47850 0.10619
H 0.63563 2.50087 0.70130
H 0.75626 0.22691 2.98766
H 2.39510 1.41337 1.50214
H 1.17946 1.72946 3.17134
H -0.08381 -0.72507 -2.67645
H -1.36612 3.32423 -1.33189
H -0.57141 -2.60943 1.50213
H -0.14425 0.06754 -4.00835
H 1.90576 -3.34606 -0.25620
H -2.16976 -1.01178 3.80422
H 1.84470 -3.89372 1.31993
H -2.29968 -0.46813 -4.10813
H 1.12310 -2.06923 -3.19524

HOMO (alpha / beta), eV: -13.11 / -13.09
LUMO level (alpha / beta), eV: -2.991 / -8.186
2S+1: 2
HOMO-LUMO gap (alpha / beta), eV: 10.1144 / 4.9024
<S²>: 0.7545
Net charge: +1

Model two:
Entry from OMol25: a 11-piece molecular cluster, C6H35NO11 overall (wB97M-V/def2-TZVPD).

Cartesian coordinates (Å):
O -0.58061 -1.64563 3.04046
O 2.26571 -1.82794 3.13386
O 2.74447 -0.89705 -1.63638
O 1.29688 0.97842 3.28514
O -2.36313 -2.45656 0.32170
O 3.13013 -0.58348 1.03023
O -0.62731 -4.20038 0.61124
O -1.28106 2.02514 -3.63522
O 0.07707 -0.93375 -2.00539
O 1.54421 0.84953 -3.47558
O -2.05943 -2.02972 -3.10749
N -0.32639 2.06058 -0.40220
C 0.34586 0.68208 -0.32578
C -0.52266 -0.44941 -0.87975
C -1.75999 1.87281 1.66801
C -2.39256 2.68540 2.80434
C -0.69863 2.62423 0.87440
C 0.42163 3.10461 -1.14324
H -0.41188 -3.37026 0.18307
H 1.37684 3.31875 -0.62014
H -1.37027 -1.73713 -2.75462
H 0.87085 1.46311 -3.49586
H 3.72247 0.21804 1.26768
H -2.34271 -3.05641 1.11182
H -0.40623 -1.34647 -0.26056
H -1.58316 0.92711 2.10523
H -0.53645 -3.89866 1.59804
H 2.75476 -1.68741 2.32161
H -3.02900 1.95944 3.45622
H -1.50489 -1.50132 3.12388
H -0.25257 -1.43851 3.99199
H 1.78088 -1.16366 -1.68656
H -1.52363 -0.13782 -1.11545
H -2.62802 1.66356 0.98430
H 1.87507 0.39711 3.91246
H -2.26694 -2.74074 -0.63806
H -2.96836 3.55026 2.37472
H 0.47872 0.46752 0.84102
H -1.56752 2.29727 -2.63215
H 0.22134 2.76921 1.38300
H 2.67449 0.03634 -1.79144
H -1.77248 -2.99621 -3.28885
H 0.58341 2.91034 -2.27721
H 1.98324 0.93188 -4.37104
H -1.14396 3.60653 0.60577
H -2.09100 1.70280 -4.03501
H -1.73524 3.25011 3.47375
H 1.16715 0.84499 -0.90921
H 0.32065 -0.34450 -2.72218
H 1.55285 -2.50247 2.97217
H 1.50666 0.69326 2.39828
H -0.17746 3.98807 -1.25849
H 3.18976 -0.84514 0.07864

HOMO (alpha / beta), eV: -13.09 / -13.09
LUMO level (alpha / beta), eV: -2.975 / -7.550
2S+1: 2
HOMO-LUMO gap (alpha / beta), eV: 10.1194 / 5.5435
<S²>: 0.7542
Net charge: +1

Stability, lowest: model one

Model one:
Entry from OMol25: C3H11N2 as an isolated structure (wB97M-V/def2-TZVPD).

Cartesian coordinates (Å):
N -0.34309 -1.34720 -0.42328
N -0.02965 1.14375 0.09092
C -0.14595 2.01944 -0.82256
C 0.04243 1.64935 1.49461
C 0.58120 -2.45768 -0.60756
H 0.77668 -2.91811 0.36829
H 0.05338 3.10585 -0.69031
H -0.80249 -0.97570 -1.27446
H 0.18769 2.71735 1.58377
H -0.93104 -1.35175 0.41951
H -0.82287 1.60941 -1.62231
H 0.07823 -3.13830 -1.32306
H 1.48749 -2.25373 -1.20745
H 0.64587 0.94564 2.07818
H 0.14750 -0.19326 -0.06979
H -0.92540 1.44492 2.00548

HOMO (alpha / beta), eV: -21.36 / -20.92
LUMO level (alpha / beta), eV: -10.014 / -14.501
2S+1: 2
HOMO-LUMO gap (alpha / beta), eV: 11.3418 / 6.4198
<S²>: 0.7639
Net charge: +2

Model two:
Entry from OMol25: a 2-piece molecular cluster, C3H11N2 overall (wB97M-V/def2-TZVPD).

Cartesian coordinates (Å):
N -0.12551 0.12601 0.59019
N -0.95166 -1.54783 -1.45756
C -1.15199 1.17700 0.94732
C 2.33370 0.15691 0.42401
C 1.09299 0.62412 0.04024
H 3.22546 0.55706 -0.05183
H -2.14560 0.73535 0.93632
H 2.45460 -0.51316 1.27309
H -1.11239 1.97683 0.21082
H -1.92126 -1.85365 -1.36521
H -0.52778 -0.60273 -0.15764
H 0.07992 -0.46343 1.41160
H -0.91831 1.56371 1.93530
H 0.93585 1.37302 -0.73215
H -0.37871 -2.35091 -1.71697
H -0.88930 -0.95830 -2.28753

HOMO (alpha / beta), eV: -20.74 / -20.43
LUMO level (alpha / beta), eV: -10.045 / -14.409
2S+1: 2
HOMO-LUMO gap (alpha / beta), eV: 10.6987 / 6.0174
<S²>: 0.7542
Net charge: +2

Model three:
Entry from OMol25: a 2-piece molecular cluster, C3H11N2 overall (wB97M-V/def2-TZVPD).

Cartesian coordinates (Å):
N 0.08236 -0.18307 1.06826
N -0.59874 -0.10835 -1.45241
C 1.51876 -0.14730 1.38232
C -0.24410 1.17014 -2.26491
C -0.78583 -0.81088 1.78349
H -1.04445 1.86662 -2.15287
H -0.05999 0.93626 -3.31499
H 0.73195 1.34294 -1.80588
H 1.78988 0.64457 2.09529
H -0.47620 -1.41863 2.64882
H 2.02469 0.16412 0.45822
H -1.57159 -0.33421 -1.70913
H -0.06934 -0.89904 -1.82438
H -1.83996 -0.57966 1.61075
H -0.45518 0.00961 -0.32787
H 1.69672 -1.11717 1.85836

HOMO (alpha / beta), eV: -22.09 / -21.93
LUMO level (alpha / beta), eV: -10.155 / -14.402
2S+1: 2
HOMO-LUMO gap (alpha / beta), eV: 11.9399 / 7.5287
<S²>: 0.7590
Net charge: +2

Stability, lowest: model one

Model one:
Entry from OMol25: a 2-piece molecular cluster, C3H3BrOS overall (wB97M-V/def2-TZVPD).

Cartesian coordinates (Å):
Br 1.28804 2.28194 0.43389
S -1.62969 2.96977 -0.42503
O -1.89745 -1.30932 0.10303
C -0.80212 -0.92289 0.03910
C -0.50690 1.91805 -0.02880
C 0.60599 -1.18243 -0.00370
H 1.18954 -0.30386 0.28504
H 0.88394 -2.02796 0.63426
H 0.86866 -1.42330 -1.03778

HOMO (alpha / beta), eV: -7.63 / -7.03
LUMO level (alpha / beta), eV: 0.022 / -0.843
HOMO-LUMO gap (alpha / beta), eV: 7.6497 / 6.1835

Model two:
Entry from OMol25: a 2-piece molecular cluster, C3H3BrOS overall (wB97M-V/def2-TZVPD).

Cartesian coordinates (Å):
Br -2.92545 0.55354 -1.09921
S -1.93770 -1.34685 1.26504
O 0.44671 1.51977 1.28766
C 0.45703 0.72177 0.47463
C 1.25006 -0.16202 -0.34929
C -1.75691 -0.30802 0.09127
H 2.40423 -0.13943 -0.13912
H 1.15274 0.39581 -1.32102
H 0.90930 -1.23456 -0.20995

HOMO (alpha / beta), eV: -7.22 / -7.23
LUMO level (alpha / beta), eV: -0.203 / -0.192
HOMO-LUMO gap (alpha / beta), eV: 7.0200 / 7.0414

Stability, lowest: model one

Model one:
Entry from OMol25: a 3-piece molecular cluster, C4H14NO3 overall (wB97M-V/def2-TZVPD).

Cartesian coordinates (Å):
O -0.98957 -1.17353 2.83643
O -0.32940 2.81981 -0.30777
O 2.70848 -0.65585 1.21587
N 0.42949 -1.51556 0.32629
C -0.71737 2.31755 -1.31328
C -0.38848 -1.40802 -0.93869
C -1.27690 0.90845 -1.42381
C -0.05690 -0.08826 -1.70824
H 3.30974 -1.30384 0.82552
H 3.22810 0.15915 1.18906
H -0.16484 -2.30679 -1.53572
H -1.84052 -1.39389 3.26339
H -0.55036 2.84988 -2.26708
H 1.25475 -0.85729 0.25913
H -1.93391 0.75115 -0.58327
H -1.44264 -1.35311 -0.64439
H -1.89703 0.68834 -2.29457
H 0.87429 0.36040 -1.40587
H -0.47016 -1.07325 3.64220
H 0.72672 -2.46559 0.53535
H -0.01669 -0.26699 -2.78070
H -0.06262 -1.17657 1.18259

HOMO (alpha / beta), eV: -18.73 / -18.73
LUMO level (alpha / beta), eV: -9.266 / -12.975
2S+1: 2
HOMO-LUMO gap (alpha / beta), eV: 9.4629 / 5.7528
<S²>: 0.7576
Net charge: +2

Model two:
Entry from OMol25: a 3-piece molecular cluster, C4H14NO3 overall (wB97M-V/def2-TZVPD).

Cartesian coordinates (Å):
O -0.35660 -3.09951 -0.19893
O -2.23744 0.80860 -0.38552
O 2.74627 0.98997 -0.06383
N -0.37901 -0.71183 -1.26686
C 0.07234 0.21654 -0.25683
C 1.00880 -0.42185 0.77138
C 2.47189 -0.35023 0.24256
C -1.10204 0.93305 0.45132
H -3.95582 3.23176 0.78330
H 2.47112 -0.88560 -0.74521
H -0.64239 -3.84145 -0.75460
H -1.41950 0.36360 1.42501
H 0.61519 1.01770 -0.85807
H -4.44472 3.51851 1.26250
H 0.76761 -1.48493 0.84407
H -1.90746 0.20563 -1.13028
H 3.65690 1.08349 -0.43664
H 0.96382 0.10284 1.73921
H 3.24564 -0.83439 0.86233
H -0.14650 -0.48119 -2.23835
H -0.93710 1.97832 0.77010
H -0.49103 -2.33902 -0.81665

HOMO (alpha / beta), eV: -18.18 / -18.31
LUMO level (alpha / beta), eV: -11.316 / -14.190
2S+1: 2
HOMO-LUMO gap (alpha / beta), eV: 6.8603 / 4.1160
<S²>: 1.7610
Net charge: +2

Stability, lowest: model two